# C2H3NOS2

An isolated molecule of C2H3NOS2 (the ωB97M-V functional and the def2-TZVPD basis, OMol25).

Values from the calculation:
Lowest unoccupied orbital energy (spin up / spin down)   -0.981 / -0.980 eV
Molar mass   121.19 g mol⁻¹
Multiplicity   1
Max |F|   0.1097 Eh/bohr
Energy above the lowest of the compared OMol25 structures with the same formula, charge and spin   393.75 kJ/mol
Charge   0
Frontier orbital gap (spin up / spin down)   7.38 / 7.38 eV
Structure (SMILES)   [S-][N+]1=CCOS1

Geometry as XYZ:
```
9
Properties=species:S:1:pos:R:3:forces:R:3:lowdin_charge:R:1
S -2.50758 -1.47792 0.02066 -1.518 -1.425 -0.074 0.56
N -1.18619 -0.65120 -0.02779 4.009 3.879 0.832 -0.82
C 0.13305 -0.79056 0.01238 -3.052 3.196 -0.066 -0.16
C 1.05571 0.46612 0.01343 -1.725 0.550 0.343 -0.20
O 0.21019 1.55630 -0.47834 -0.203 -0.515 0.590 -0.60
S -1.26382 1.46988 0.24099 0.403 -1.694 -0.508 0.87
H 0.40103 -1.76749 -0.00135 1.510 -2.714 -0.100 0.08
H 1.43301 0.78577 1.07054 -0.216 -0.965 -1.934 0.15
H 1.72459 0.40910 -0.85052 0.791 -0.311 0.915 0.12
```
Positions in Å, forces in eV/Å.

***

# C2H3NOS2

An isolated molecule of C2H3NOS2 (the ωB97M-V functional and the def2-TZVPD basis, OMol25).

Values from the calculation:
Lowest unoccupied orbital energy (spin up / spin down)   -0.540 / -0.892 eV
Molar mass   121.19 g mol⁻¹
Multiplicity   1
Max |F|   0.1047 Eh/bohr
Energy above the lowest of the compared OMol25 structures with the same formula, charge and spin   356.05 kJ/mol
Charge   0
Frontier orbital gap (spin up / spin down)   7.72 / 7.15 eV

Geometry as XYZ:
```
9
Properties=species:S:1:pos:R:3:forces:R:3:lowdin_charge:R:1
C -1.09077 1.04996 0.61562 -0.275 -5.164 -1.505 -0.25
C 0.71240 -0.10343 -0.47600 -0.349 -1.023 1.116 -0.59
N -1.92729 0.09708 0.48586 0.597 3.243 0.812 -0.48
O 0.25286 0.93430 0.22239 -0.413 0.585 -0.571 -0.16
S -1.72125 -1.26600 -0.28734 1.727 -0.655 -1.029 0.69
S 1.67849 -1.21618 0.55309 -0.301 0.610 -0.961 0.75
H -1.23052 1.97462 0.94669 -0.974 3.540 1.737 0.09
H 1.16943 0.15717 -1.45069 -0.677 -0.346 0.437 0.09
H 2.15665 -1.62750 -0.60962 0.666 -0.791 -0.034 -0.14
```
Positions in Å, forces in eV/Å.

***

# C2H3NOS2

An isolated molecule of C2H3NOS2 (the ωB97M-V functional and the def2-TZVPD basis, OMol25).

Values from the calculation:
Lowest unoccupied orbital energy   0.379 eV
Molar mass   121.19 g mol⁻¹
Multiplicity   1
Max |F|   0.0177 Eh/bohr
Energy above the lowest of the compared OMol25 structures with the same formula, charge and spin   132.99 kJ/mol
Charge   0
Frontier orbital gap   9.31 eV
Structure (SMILES)   O=CS/C=N/S

Geometry as XYZ:
```
9
Properties=species:S:1:pos:R:3:forces:R:3:lowdin_charge:R:1
O 0.13290 -2.46143 -0.28632 -0.065 0.456 -0.127 -0.02
C -0.97061 -2.05845 -0.03771 0.111 -0.508 0.390 -0.59
S -1.47343 -0.36430 0.21992 0.112 -0.523 -0.212 0.96
C 0.10089 0.38426 -0.01791 -0.266 0.658 0.383 -0.62
N 0.15583 1.64634 0.13413 0.537 -0.675 -0.287 -0.45
S 1.70429 2.36150 -0.03902 -0.428 0.188 0.058 0.71
H -1.78067 -2.78660 0.13864 -0.265 0.342 -0.103 0.08
H 0.89771 -0.33590 -0.21756 0.093 0.262 -0.081 0.07
H 1.23308 3.61457 0.10583 0.171 -0.199 -0.022 -0.15
```
Positions in Å, forces in eV/Å.

***

# C2H3NOS2

An isolated molecule of C2H3NOS2 (the ωB97M-V functional and the def2-TZVPD basis, OMol25).

Values from the calculation:
Lowest unoccupied orbital energy (spin up / spin down)   -1.493 / -1.413 eV
Molar mass   121.19 g mol⁻¹
Multiplicity   1
Max |F|   0.0174 Eh/bohr
Energy above the lowest of the compared OMol25 structures with the same formula, charge and spin   294.86 kJ/mol
Charge   0
Frontier orbital gap (spin up / spin down)   7.40 / 7.19 eV

Geometry as XYZ:
```
9
Properties=species:S:1:pos:R:3:forces:R:3:lowdin_charge:R:1
C 0.42148 0.89774 -0.23899 -0.419 0.235 0.380 -0.35
C -0.02213 -0.35276 -0.04333 -0.134 -0.152 0.037 0.01
N 1.31337 1.33783 -1.14075 0.453 0.595 -0.129 -0.45
O 1.27379 -1.31517 -4.37536 0.228 -0.028 -0.814 -0.64
S 1.83246 0.68824 -2.45530 0.153 -0.169 -0.422 0.71
S 0.92054 -1.07723 -2.97570 -0.247 -0.166 0.842 0.59
H 0.06671 1.70949 0.38895 -0.019 -0.129 0.147 0.10
H -0.73073 -0.55999 0.74112 -0.079 0.022 0.092 0.06
H 0.36920 -1.19643 -0.57793 0.064 -0.207 -0.134 -0.01
```
Positions in Å, forces in eV/Å.

***

# C2H3NOS2

An isolated molecule of C2H3NOS2 (the ωB97M-V functional and the def2-TZVPD basis, OMol25).

Values from the calculation:
Lowest unoccupied orbital energy   0.150 eV
Molar mass   121.19 g mol⁻¹
Multiplicity   1
Max |F|   0.0949 Eh/bohr
Energy above the lowest of the compared OMol25 structures with the same formula, charge and spin   151.12 kJ/mol
Charge   0
Frontier orbital gap   8.90 eV
Structure (SMILES)   O=CSNC=S

Geometry as XYZ:
```
9
Properties=species:S:1:pos:R:3:forces:R:3:lowdin_charge:R:1
O -2.34211 1.42655 0.07840 1.080 2.414 -0.105 0.03
C -2.48199 0.27333 -0.04926 1.066 -1.906 0.639 -0.58
S -1.18814 -1.00485 -0.03592 0.133 1.486 -0.154 0.96
N 0.22258 0.04677 -0.05651 -1.050 -4.765 0.028 -0.35
C 1.43178 -0.49007 0.14029 0.553 -0.028 0.261 -0.84
S 2.76864 0.39557 -0.04293 0.750 0.264 0.079 0.62
H -3.45000 -0.14317 -0.03223 -1.402 -1.227 -0.323 0.06
H 0.13249 0.98448 0.03876 -0.673 3.588 -0.015 0.03
H 1.50968 -1.53225 0.47742 -0.458 0.174 -0.411 0.06
```
Positions in Å, forces in eV/Å.

***

# C2H3NOS2

An isolated molecule of C2H3NOS2 (the ωB97M-V functional and the def2-TZVPD basis, OMol25).

Values from the calculation:
Lowest unoccupied orbital energy   -0.348 eV
Molar mass   121.19 g mol⁻¹
Multiplicity   1
Max |F|   0.0749 Eh/bohr
Energy above the lowest of the compared OMol25 structures with the same formula, charge and spin   269.72 kJ/mol
Charge   0
Frontier orbital gap   8.24 eV
Structure (SMILES)   C1=NSSOC1

Geometry as XYZ:
```
9
Properties=species:S:1:pos:R:3:forces:R:3:lowdin_charge:R:1
C 0.45968 0.02927 -0.97747 0.134 -1.452 0.456 -0.24
N -0.08481 1.09992 -1.37280 0.364 -0.962 0.642 -0.38
S -0.95325 1.97160 -0.30567 -1.275 1.763 1.432 0.56
S -1.37312 0.92021 1.56595 1.968 -1.008 -1.916 0.60
O 0.08784 -0.06249 1.51354 -1.346 3.024 1.972 -0.56
C 0.30121 -0.73480 0.32626 1.651 1.666 0.562 -0.31
H 0.95351 -0.60782 -1.67780 0.586 0.055 -0.896 0.10
H -0.53369 -1.29670 0.23678 -2.521 -2.682 -1.033 0.08
H 1.14264 -1.31920 0.69121 0.439 -0.404 -1.219 0.14
```
Positions in Å, forces in eV/Å.

***

# C2H3NP2

An isolated molecule of C2H3NP2 (the ωB97M-V functional and the def2-TZVPD basis, OMol25).

Values from the calculation:
Lowest unoccupied orbital energy (spin up / spin down)   -1.368 / -1.367 eV
Molar mass   103.00 g mol⁻¹
Multiplicity   1
Max |F|   0.0444 Eh/bohr
Energy above the lowest of the compared OMol25 structures with the same formula, charge and spin   208.34 kJ/mol
Charge   0
Frontier orbital gap (spin up / spin down)   6.76 / 6.76 eV

Geometry as XYZ:
```
8
Properties=species:S:1:pos:R:3:forces:R:3:lowdin_charge:R:1
C -1.68370 0.63316 -0.01224 2.181 -0.334 -0.591 -0.40
C 1.45625 0.81112 0.01513 -0.360 0.817 0.600 -0.34
N -2.80631 0.86754 0.06001 -0.018 0.096 0.065 0.08
P 0.14414 -2.10356 0.08649 1.150 0.556 0.236 0.43
P 0.04434 -0.05749 -0.19913 0.092 -0.329 1.154 0.47
H 2.33803 0.16413 0.23642 -0.872 0.377 -0.669 0.02
H 1.62828 1.89670 0.18150 -0.575 -1.021 -0.281 0.01
H -1.12103 -2.21159 -0.36819 -1.598 -0.162 -0.513 -0.28
```
Positions in Å, forces in eV/Å.

***

# C2H3NS

A structure of composition C2H3NS (the ωB97M-V functional and the def2-TZVPD basis, OMol25).

Values from the calculation:
Lowest unoccupied orbital energy   0.065 eV
Molar mass   73.12 g mol⁻¹
Multiplicity   1
Max |F|   0.0647 Eh/bohr
Energy above the lowest of the compared OMol25 structures with the same formula, charge and spin   428.01 kJ/mol
Charge   0
Frontier orbital gap   7.75 eV

Geometry as XYZ:
```
7
Properties=species:S:1:pos:R:3:forces:R:3:lowdin_charge:R:1
C -1.11307 -0.58180 0.63180 0.325 0.651 0.521 -0.07
C -1.18660 -0.27137 -0.54170 -1.039 -0.204 -0.404 -0.21
N 1.69753 0.53873 0.30701 1.876 0.766 2.637 -0.52
S 1.06808 -0.52029 -0.52990 -0.401 -1.775 -1.317 0.72
H -0.86052 -0.54155 1.69642 -0.378 -0.486 -0.959 0.07
H -1.42656 -0.10201 -1.57961 -0.071 0.056 0.585 0.05
H 1.82114 1.47829 0.01598 -0.311 0.991 -1.064 -0.04
```
Positions in Å, forces in eV/Å.

***

# C2H3NS

An isolated molecule of C2H3NS (the ωB97M-V functional and the def2-TZVPD basis, OMol25).

Values from the calculation:
Lowest unoccupied orbital energy   0.537 eV
Molar mass   73.12 g mol⁻¹
Multiplicity   1
Max |F|   0.0408 Eh/bohr
Energy above the lowest of the compared OMol25 structures with the same formula, charge and spin   68.21 kJ/mol
Charge   0
Frontier orbital gap   10.34 eV
Structure (SMILES)   N#CCS

Geometry as XYZ:
```
7
Properties=species:S:1:pos:R:3:forces:R:3:lowdin_charge:R:1
N 2.07619 0.86628 -0.34281 -0.223 -0.058 0.560 0.13
C 1.18692 0.31073 0.13386 0.410 -0.826 -0.303 -0.35
C -0.04032 -0.44328 0.47184 0.153 1.169 -1.188 -0.50
S -1.01453 -0.39205 -1.11945 -0.976 0.385 -0.295 0.65
H -0.61084 0.25295 1.04592 -0.393 -0.209 1.253 0.04
H 0.08577 -1.47152 0.90050 -0.167 1.176 -0.565 0.10
H -1.68319 0.87690 -1.08986 1.195 -1.636 0.537 -0.08
```
Positions in Å, forces in eV/Å.

***

# C2H3NS

An isolated molecule of C2H3NS (the ωB97M-V functional and the def2-TZVPD basis, OMol25).

Values from the calculation:
Lowest unoccupied orbital energy   0.519 eV
Molar mass   73.12 g mol⁻¹
Multiplicity   1
Max |F|   0.1420 Eh/bohr
Energy above the lowest of the compared OMol25 structures with the same formula, charge and spin   318.19 kJ/mol
Charge   0
Frontier orbital gap   8.82 eV
Structure (SMILES)   C#CSN

Geometry as XYZ:
```
7
Properties=species:S:1:pos:R:3:forces:R:3:lowdin_charge:R:1
C 2.32227 -0.11393 -0.10342 -5.108 4.865 1.884 0.05
C 1.38822 0.73540 0.25481 4.450 -4.181 -2.708 -0.56
S -0.04489 1.42662 -0.16401 -0.468 0.775 0.268 0.83
N -1.02656 0.01262 -0.23814 4.188 -0.108 -2.875 -0.27
H 3.06096 -0.71794 0.28307 1.447 -1.139 0.550 -0.02
H -0.48479 -0.70515 0.18598 -0.160 -0.796 0.456 0.02
H -1.84958 0.21210 0.13576 -4.350 0.583 2.425 -0.05
```
Positions in Å, forces in eV/Å.

***

# C2H3NS

An isolated molecule of C2H3NS (the ωB97M-V functional and the def2-TZVPD basis, OMol25).

Values from the calculation:
Lowest unoccupied orbital energy (spin up / spin down)   0.886 / -2.215 eV
Molar mass   73.12 g mol⁻¹
Multiplicity   3
Max |F|   0.1003 Eh/bohr
Energy above the lowest of the compared OMol25 structures with the same formula, charge and spin   318.03 kJ/mol
Charge   0
Frontier orbital gap (spin up / spin down)   6.22 / 7.87 eV

Geometry as XYZ:
```
7
Properties=species:S:1:pos:R:3:forces:R:3:mulliken_spin:R:1
C -1.44001 -1.39095 0.24462 -1.471 -1.018 -0.502 0.59
C -0.33693 -0.99704 -0.06881 4.832 1.690 0.650 -0.10
N 1.09809 1.24218 0.15994 0.280 -0.428 0.610 0.54
S 1.27170 -0.53102 0.06169 -1.452 -1.944 -0.305 1.01
H -2.44155 -1.43782 -0.02520 -1.450 -0.113 0.351 0.03
H 0.12306 1.33983 0.03075 -1.152 1.082 -0.347 -0.04
H 1.72564 1.77481 -0.40299 0.414 0.731 -0.457 -0.03
```
Positions in Å, forces in eV/Å.

***

# C2H3NS2

An isolated molecule of C2H3NS2 (the ωB97M-V functional and the def2-TZVPD basis, OMol25).

Values from the calculation:
Lowest unoccupied orbital energy (spin up / spin down)   -0.782 / -1.477 eV
Molar mass   105.19 g mol⁻¹
Multiplicity   1
Max |F|   0.0436 Eh/bohr
Energy above the lowest of the compared OMol25 structures with the same formula, charge and spin   278.61 kJ/mol
Charge   0
Frontier orbital gap (spin up / spin down)   7.71 / 6.30 eV

Geometry as XYZ:
```
8
Properties=species:S:1:pos:R:3:forces:R:3:lowdin_charge:R:1
C -1.52660 -0.78787 -0.16256 -2.025 -0.926 0.122 -0.65
C 0.88717 0.53149 0.38251 0.865 0.824 0.683 -0.38
N -2.25172 0.17934 -0.61062 1.037 -0.128 -0.185 -0.54
S -0.08590 -0.78738 0.76454 1.231 0.063 0.479 0.89
S -1.76676 1.67562 -0.97465 -0.039 0.157 0.161 0.61
H -2.04085 -1.79193 -0.09405 0.781 1.062 -0.062 0.09
H 1.74021 0.95742 1.02703 -1.806 -1.171 -0.625 0.05
H 0.78453 0.99495 -0.56734 -0.043 0.119 -0.574 -0.06
```
Positions in Å, forces in eV/Å.

***

Which formula does entry 2 have? C2H3NOS2

***

Which value of molar mass does entry 6 give? 121.19 g mol⁻¹